(1)
{
  "formula": "C4H12NO2S2",
  "method": "ωB97M-V/def2-TZVPD",
  "charge": 1,
  "homo_lumo_gap_ev": 9.38,
  "e_lumo_ev": -3.16,
  "e_above_lowest_ev": 3.590,
  "elements": ["C", "C", "C", "C", "N", "O", "O", "S", "S", "H", "H", "H", "H", "H", "H", "H", "H", "H", "H", "H", "H"],
  "xyz": [[-0.488282, -2.021387, 0.725432], [-2.133919, 0.724830, 0.470322], [1.942645, 0.038063, 0.779404], [0.122053, 0.071555, -0.228896], [0.588586, 0.550360, -1.703600], [-0.301686, -1.186882, -0.450230], [-0.663033, 0.982918, 0.364069], [2.752101, 1.606392, 0.404647], [2.689553, -1.447091, -0.082204], [-0.176106, -1.628651, 1.739732], [0.190481, -2.853966, 0.559540], [-1.422209, -2.393233, 0.733974], [-2.455702, 0.923822, 1.576769], [-2.456135, -0.339026, 0.113732], [-2.678791, 1.402420, -0.102566], [1.835750, -0.188347, 1.761037], [1.112676, -0.354863, -2.020416], [-0.143872, 1.103305, -2.145576], [1.273626, 1.306196, -1.684917], [3.048024, 1.967094, 1.704648], [3.691820, -0.760120, -0.536310]],
  "forces_ev_per_angstrom": [[4.1, 0.4, 0.7], [0.0, -2.3, 2.2], [-1.6, 0.1, -5.8], [3.0, 0.5, 1.7], [1.2, -1.1, 1.7], [-0.3, 0.8, 0.5], [-1.2, -0.6, -0.3], [0.0, -0.4, 1.3], [-1.1, 0.5, 0.7], [-0.6, 0.4, -1.4], [0.0, -0.2, 0.0], [-3.4, -0.9, 0.1], [0.9, -0.7, -2.0], [1.0, 1.9, 0.9], [-0.5, 1.4, -1.2], [-0.8, -0.3, 2.9], [-1.6, 1.9, -0.4], [-0.7, -1.4, -0.9], [0.7, -0.2, 0.9], [-0.3, -0.2, -1.0], [1.1, 0.5, -0.4]]
}

(2)
{
  "formula": "C4H12NO2Sn",
  "method": "ωB97M-V/def2-TZVPD",
  "charge": 1,
  "homo_lumo_gap_ev": 6.42,
  "e_lumo_ev": -6.35,
  "e_above_lowest_ev": 0.163,
  "elements": ["Sn", "O", "H", "C", "C", "C", "O", "C", "N", "H", "H", "H", "H", "H", "H", "H", "H", "H", "H", "H"],
  "xyz": [[-1.362497, -1.639205, 1.844718], [-2.188334, -4.358927, 1.994715], [-2.701872, -4.090172, 1.214507], [1.011160, 2.569433, 0.262722], [0.147508, 1.333386, 0.354601], [0.560428, 0.384188, -0.783988], [-0.422488, -0.639163, -0.674007], [-0.508211, -1.425574, -1.860648], [0.498764, 0.609487, 1.616382], [0.748461, 3.222883, -0.569223], [2.046834, 2.271491, 0.096191], [0.878242, 3.089436, 1.211604], [-0.932547, 1.471692, 0.376122], [1.530637, -0.116669, -0.821094], [0.401468, 0.898819, -1.735212], [0.465758, -1.820536, -2.149350], [-1.131517, -0.915669, -2.593923], [-1.070260, -2.299328, -1.521105], [1.390952, 0.211707, 1.342529], [0.637514, 1.242721, 2.394460]],
  "forces_ev_per_angstrom": [[-0.3, -1.9, -0.3], [1.1, 3.5, -0.4], [-0.2, -0.6, 0.0], [-0.5, 0.4, 0.1], [1.9, -0.7, 0.1], [-2.3, 0.3, 0.1], [-0.2, -0.8, 0.1], [-1.0, -1.2, 1.1], [-0.3, -1.0, -0.7], [-0.2, 0.0, 0.1], [0.1, 0.1, 0.3], [0.4, 0.5, -0.2], [0.1, 0.4, -0.5], [0.4, 0.6, 0.6], [0.1, 0.0, -0.1], [0.0, 0.5, -0.5], [0.6, 0.1, -0.4], [-0.1, -0.1, -0.4], [0.3, -0.1, 0.9], [0.1, 0.0, 0.1]]
}

(3)
{
  "formula": "C4H12NO3",
  "method": "ωB97M-V/def2-TZVPD",
  "charge": -1,
  "homo_lumo_gap_ev": 7.89,
  "e_lumo_ev": 4.02,
  "e_above_lowest_ev": 2.067,
  "elements": ["C", "C", "C", "O", "N", "C", "O", "H", "H", "H", "H", "H", "H", "H", "H", "H", "H", "H", "H", "O"],
  "xyz": [[0.328222, 0.658339, 0.605387], [-0.276060, -0.663488, 1.125730], [0.653866, -1.117763, 2.370434], [-0.164229, -1.639939, 0.191516], [-0.687263, 1.474804, -0.155524], [-1.487000, 0.789763, -1.411955], [-0.889706, -0.271255, -1.874347], [1.120336, 0.262634, -0.044537], [0.741768, 1.132368, 1.534427], [-1.346532, -0.742222, 1.370669], [0.512668, -0.510741, 3.192079], [0.507320, -2.142158, 2.536333], [1.696680, -0.949170, 2.326629], [-0.153575, -1.202379, -0.769264], [-0.317225, 2.475922, -0.292243], [-1.394375, 1.554134, -2.299091], [-2.539374, 0.724982, -1.140018], [1.833890, -0.373554, -2.597621], [0.419485, 0.064880, -2.160189], [1.441095, 0.474837, -2.508416]],
  "forces_ev_per_angstrom": [[-2.0, -0.3, -0.2], [1.7, 0.0, 1.7], [-1.4, 0.7, -2.3], [1.1, -1.5, -3.5], [0.2, 1.2, 0.3], [2.2, 3.8, -0.5], [0.9, -2.5, -0.1], [0.4, 0.6, 0.2], [-0.4, 0.5, -1.2], [0.2, 1.3, 0.9], [-1.4, 1.1, 2.3], [-0.4, -1.4, 0.6], [1.5, 0.0, -1.5], [-1.0, -0.7, 2.0], [-0.8, -2.4, -0.3], [-0.6, -0.1, 1.7], [-0.1, -0.4, 0.5], [1.1, -1.1, -0.3], [1.0, 1.4, -1.0], [-2.1, -0.1, 0.8]]
}

(4)
{
  "formula": "C4H12NO3",
  "method": "ωB97M-V/def2-TZVPD",
  "charge": -1,
  "homo_lumo_gap_ev": 7.75,
  "e_lumo_ev": 3.79,
  "e_above_lowest_ev": 0.985,
  "elements": ["C", "C", "C", "O", "N", "C", "O", "H", "H", "H", "H", "H", "H", "H", "H", "H", "H", "H", "H", "O"],
  "xyz": [[1.569950, 0.205259, -0.985617], [0.622422, -0.942433, -0.493442], [1.246879, -1.472543, 0.790396], [0.455244, -2.438316, 1.459613], [-0.785722, -0.505533, -0.319284], [-1.081336, 0.420020, 0.815172], [-0.691738, 1.702250, 0.594675], [2.218744, -0.019182, -1.852485], [2.189411, 0.518781, -0.126342], [0.922172, 0.992532, -1.366992], [0.552266, -1.790291, -1.194370], [2.205653, -1.863543, 0.453288], [1.475414, -0.674637, 1.516507], [-0.252618, -1.847369, 1.780008], [-1.140358, -0.004677, -1.131410], [-2.177380, 0.164164, 0.855235], [-0.577116, 0.135991, 1.752785], [-1.008667, 2.049638, -0.616449], [-1.336323, 3.325203, -1.391831], [-1.239153, 2.411561, -1.690622]],
  "forces_ev_per_angstrom": [[-0.2, -0.5, -0.5], [-0.5, 1.0, -0.5], [0.0, 0.3, -0.2], [-0.1, 0.4, 0.2], [0.9, -0.7, 0.9], [-0.1, 0.0, -1.0], [-0.5, 0.1, 0.1], [0.0, -0.5, 0.5], [-0.3, 0.4, -0.6], [0.2, 0.4, 0.5], [0.3, 0.3, 0.0], [0.1, -0.5, 0.4], [0.0, 0.1, -0.4], [-0.1, -0.8, -0.1], [0.3, -0.2, -0.1], [0.2, 1.0, 0.7], [-0.3, -0.8, 0.1], [0.1, -0.1, -0.4], [-0.1, 0.1, -0.5], [0.1, 0.2, 0.8]]
}

(5)
{
  "formula": "C4H12NO3",
  "method": "ωB97M-V/def2-TZVPD",
  "charge": 1,
  "homo_lumo_gap_ev": 11.17,
  "e_lumo_ev": -3.43,
  "e_above_lowest_ev": 1.701,
  "elements": ["O", "C", "C", "C", "C", "O", "N", "H", "H", "H", "H", "H", "H", "H", "H", "H", "H", "H", "H", "O"],
  "xyz": [[2.731607, 0.541060, -0.996820], [1.886840, -0.187009, -0.564721], [0.558628, 0.541022, -0.085434], [-0.182335, -0.079756, 1.131859], [-0.802830, -1.399340, 0.665304], [-1.243443, 0.863824, 1.296582], [0.955835, 1.909467, 0.359552], [1.936235, -1.291797, -0.563623], [0.031958, 0.456499, -1.042047], [0.466950, -0.036770, 2.007255], [-1.145327, -2.031563, 1.474766], [-1.585114, -1.212903, -0.047996], [-0.067464, -2.030997, 0.136781], [-1.758082, 0.751608, 2.086742], [1.792218, 2.256727, -0.121927], [1.125268, 1.863007, 1.365794], [0.173393, 2.565281, 0.307312], [-2.172929, -1.272049, -1.941216], [-1.386465, -1.250583, -3.189452], [-1.314942, -0.955730, -2.278711]],
  "forces_ev_per_angstrom": [[0.6, -0.3, 0.0], [-1.0, 1.1, 0.6], [1.6, -1.9, 0.7], [-1.4, 0.3, -2.2], [1.5, -0.9, 0.5], [0.4, 0.8, -0.4], [-0.6, 0.3, -0.1], [0.0, 0.3, 0.0], [-0.8, 0.8, 0.4], [0.1, -0.7, 0.1], [-0.3, 0.2, 0.3], [-0.2, 0.3, 0.2], [-0.2, 0.3, 0.2], [-0.3, -0.4, 0.7], [0.0, -0.1, -0.2], [0.4, 0.0, 0.0], [0.0, 0.0, -0.4], [0.4, 0.3, 0.0], [0.4, 0.1, -0.4], [-0.8, -0.3, 0.1]]
}

(6)
{
  "formula": "C4H12NO5",
  "method": "ωB97M-V/def2-TZVPD",
  "charge": -1,
  "homo_lumo_gap_ev": 7.04,
  "e_lumo_ev": 3.25,
  "e_above_lowest_ev": 1.718,
  "elements": ["O", "C", "N", "C", "C", "O", "C", "O", "H", "H", "H", "H", "H", "H", "H", "H", "H", "H", "O", "H", "H", "O"],
  "xyz": [[1.338114, -1.696419, 1.406569], [1.708539, -0.581344, 1.056026], [1.023627, 0.254644, 0.277928], [-0.131622, -0.005691, -0.587074], [0.341320, -0.487384, -2.020452], [-0.380689, 0.038018, -3.067873], [-0.946801, 1.318523, -0.601379], [-0.461699, 2.123210, -1.672723], [2.709262, -0.223574, 1.339570], [1.496901, 1.097758, -0.023786], [-0.724155, -0.803413, -0.136126], [1.401594, -0.190478, -2.174307], [0.277225, -1.590169, -1.983814], [-0.454286, 1.464196, -2.482322], [-0.618979, 1.910397, 0.255312], [-1.999050, 1.140813, -0.829293], [-0.590469, 2.558333, 2.358259], [-1.338985, 1.306005, 2.599563], [-0.889188, 2.006619, 3.088601], [0.053350, -3.285643, 1.417174], [-1.088192, -2.742524, 0.795774], [-0.725826, -3.611886, 0.984366]],
  "forces_ev_per_angstrom": [[0.0, 0.1, 0.2], [-0.1, -0.8, -0.3], [0.3, 0.5, -0.4], [-0.2, 0.0, 0.4], [-0.5, 0.6, -0.9], [-0.4, 0.0, 0.6], [1.5, 0.0, -2.2], [0.2, 0.2, -0.3], [-0.1, 0.3, 0.2], [0.2, -0.1, 0.1], [0.0, 0.0, 0.1], [0.2, -0.2, 0.7], [0.3, 0.0, 0.0], [0.0, -0.2, 0.3], [-1.1, -0.3, 0.6], [-0.2, -0.1, 0.9], [0.2, 0.2, 0.1], [0.0, -0.1, 0.2], [-0.2, -0.1, -0.3], [1.2, -0.1, 0.4], [-0.5, 0.0, -0.4], [-0.7, 0.0, -0.1]]
}

(7)
{
  "formula": "C4H12NO5",
  "method": "ωB97M-V/def2-TZVPD",
  "charge": -1,
  "homo_lumo_gap_ev": 8.52,
  "e_lumo_ev": 3.67,
  "e_above_lowest_ev": 0.000,
  "elements": ["O", "C", "O", "C", "C", "C", "O", "N", "H", "H", "H", "H", "H", "H", "H", "H", "H", "H", "O", "H", "H", "O"],
  "xyz": [[0.407457, -1.707100, -1.626399], [0.807447, -0.762143, -0.897052], [1.500692, 0.194109, -1.282669], [0.461089, -0.865474, 0.692614], [-0.198830, 0.403362, 1.110904], [-1.715717, 0.425633, 0.933105], [-0.044037, 0.479708, 2.578448], [-0.279506, -2.101709, 0.896867], [1.384373, -0.981342, 1.277090], [0.269996, 1.334780, 0.808140], [-2.124297, -0.593010, 0.921802], [-2.176933, 0.798473, 0.014453], [-2.200672, 1.039839, 1.696488], [-0.247959, -0.356293, 3.004596], [-0.950788, -2.255225, 0.157575], [0.326103, -2.906441, 0.884639], [2.699778, 2.694209, -0.316883], [1.546104, 1.996322, -0.989405], [1.754638, 2.824799, -0.500991], [-0.863721, -0.148447, -2.590573], [0.296423, 0.175461, -3.344222], [-0.651637, 0.310490, -3.428526]],
  "forces_ev_per_angstrom": [[-0.3, 0.6, 0.7], [0.3, -1.3, 0.4], [0.2, 0.9, 0.0], [1.0, -1.0, -3.0], [-1.5, 0.0, 2.8], [-1.1, -0.3, -1.0], [0.4, 0.7, 0.2], [-0.8, 0.3, 1.4], [0.0, 0.4, -0.4], [0.3, -0.4, -0.5], [0.1, 0.1, 0.7], [0.8, 0.4, -0.5], [0.3, -0.3, 0.2], [-0.2, -0.3, -0.5], [0.2, 0.1, -0.2], [0.3, 0.2, -0.1], [-0.5, 0.1, 0.0], [-0.1, 0.0, 0.3], [0.6, -0.1, -0.2], [-0.3, 0.1, -0.6], [0.5, 0.2, -0.2], [-0.3, -0.3, 0.7]]
}

(8)
{
  "formula": "C4H12NOS",
  "method": "ωB97M-V/def2-TZVPD",
  "charge": -1,
  "homo_lumo_gap_ev": 5.87,
  "e_lumo_ev": 3.46,
  "e_above_lowest_ev": 1.304,
  "elements": ["C", "N", "C", "C", "S", "C", "H", "H", "H", "H", "H", "H", "H", "H", "H", "H", "H", "H", "O"],
  "xyz": [[0.716402, 1.503590, -1.080634], [-0.168183, 0.698572, -0.269687], [0.501686, -0.075556, 0.771993], [-0.447676, -0.552580, 1.900942], [0.167590, -1.949280, 2.862557], [0.146487, 2.770652, -1.710481], [1.220961, 0.837687, -1.788835], [1.580668, 1.764657, -0.421267], [-0.990312, 1.121747, 0.110988], [1.058127, -0.905257, 0.314179], [1.364463, 0.470451, 1.206846], [-0.578508, 0.364169, 2.495011], [-1.396843, -0.653868, 1.360667], [0.923219, 3.024048, -2.445419], [0.227062, 3.636582, -1.053793], [-0.822415, 2.649248, -2.181930], [-0.732133, -5.603823, -0.120691], [-1.609659, -4.317115, 0.378253], [-1.160937, -4.783925, -0.328700]],
  "forces_ev_per_angstrom": [[0.6, -0.3, 1.5], [-0.1, -0.6, 0.0], [1.1, -0.6, 0.0], [0.5, 1.2, -1.1], [-0.3, 0.0, 0.0], [1.7, -0.2, -0.3], [-0.4, 0.1, -0.5], [-0.3, 0.5, -0.3], [-0.2, 0.7, 0.0], [-0.6, -0.3, -0.1], [-0.4, 0.4, 0.2], [-0.1, -0.2, 0.4], [-0.3, -0.7, 0.3], [-0.5, 0.1, -0.5], [-0.7, -0.2, 0.4], [-0.1, 0.1, 0.0], [0.0, -0.1, 1.0], [0.5, -0.5, 0.6], [-0.4, 0.7, -1.6]]
}

What did the seventh record say?
{
  "formula": "C4H12NO5",
  "method": "ωB97M-V/def2-TZVPD",
  "charge": -1,
  "homo_lumo_gap_ev": 8.52,
  "e_lumo_ev": 3.67,
  "e_above_lowest_ev": 0.000,
  "elements": ["O", "C", "O", "C", "C", "C", "O", "N", "H", "H", "H", "H", "H", "H", "H", "H", "H", "H", "O", "H", "H", "O"],
  "xyz": [[0.407457, -1.707100, -1.626399], [0.807447, -0.762143, -0.897052], [1.500692, 0.194109, -1.282669], [0.461089, -0.865474, 0.692614], [-0.198830, 0.403362, 1.110904], [-1.715717, 0.425633, 0.933105], [-0.044037, 0.479708, 2.578448], [-0.279506, -2.101709, 0.896867], [1.384373, -0.981342, 1.277090], [0.269996, 1.334780, 0.808140], [-2.124297, -0.593010, 0.921802], [-2.176933, 0.798473, 0.014453], [-2.200672, 1.039839, 1.696488], [-0.247959, -0.356293, 3.004596], [-0.950788, -2.255225, 0.157575], [0.326103, -2.906441, 0.884639], [2.699778, 2.694209, -0.316883], [1.546104, 1.996322, -0.989405], [1.754638, 2.824799, -0.500991], [-0.863721, -0.148447, -2.590573], [0.296423, 0.175461, -3.344222], [-0.651637, 0.310490, -3.428526]],
  "forces_ev_per_angstrom": [[-0.3, 0.6, 0.7], [0.3, -1.3, 0.4], [0.2, 0.9, 0.0], [1.0, -1.0, -3.0], [-1.5, 0.0, 2.8], [-1.1, -0.3, -1.0], [0.4, 0.7, 0.2], [-0.8, 0.3, 1.4], [0.0, 0.4, -0.4], [0.3, -0.4, -0.5], [0.1, 0.1, 0.7], [0.8, 0.4, -0.5], [0.3, -0.3, 0.2], [-0.2, -0.3, -0.5], [0.2, 0.1, -0.2], [0.3, 0.2, -0.1], [-0.5, 0.1, 0.0], [-0.1, 0.0, 0.3], [0.6, -0.1, -0.2], [-0.3, 0.1, -0.6], [0.5, 0.2, -0.2], [-0.3, -0.3, 0.7]]
}

- Look up the charge of the sixth one.
  -1

- charge of number 1 (C4H12NO2S2)?
  +1